Record 1
DFT (the ωB97M-V functional and the def2-TZVPD basis) results for a 2-piece molecular cluster, FH3S overall at a distorted geometry.

Geometry (Å):
H  0.66  1.56  0.37
H  -0.04  -0.26  0.68
H  -0.43  -1.66  -0.61
F  0.83  0.89  -0.25
S  -1.02  -0.53  -0.20

Properties
- Gap between HOMO and LUMO: 9.410 eV
- Lowest unoccupied orbital energy: 0.57 eV
- ΔE to the lowest compared entry with this formula, charge and spin: 30.2 kcal per mole
- HOMO: -8.84 eV
- SMILES: F.S

=====

Record 2
DFT (the ωB97M-V functional and the def2-TZVPD basis) results for a 2-piece molecular cluster, C20H33Br2O9PS overall at a distorted geometry.

Geometry (Å):
C  0.69  -5.14  0.73
C  1.63  -3.95  0.62
C  2.86  -4.01  0.01
C  3.63  -2.87  -0.01
C  3.22  -1.66  0.50
C  4.22  -0.51  0.41
C  4.02  0.44  -0.78
C  4.39  0.28  1.73
C  1.95  -1.58  1.08
O  1.57  -0.37  1.59
C  0.16  -0.10  1.68
P  -0.31  1.49  0.74
C  0.99  2.81  0.77
C  -2.08  1.73  0.18
C  -3.12  0.71  0.75
C  -3.95  0.09  -0.40
C  -5.44  0.06  -0.10
O  -5.89  0.01  1.02
O  -6.27  0.06  -1.19
C  -0.92  2.19  2.48
O  0.17  2.48  3.38
O  -0.14  1.96  4.67
C  0.25  0.76  -0.92
Br  -0.78  -0.87  -1.38
C  0.10  1.78  -2.14
C  1.42  2.05  -2.89
Br  -1.19  1.10  -3.47
C  1.22  -2.75  1.14
H  0.88  -5.89  -0.04
H  0.72  -5.54  1.75
H  -0.33  -4.76  0.60
H  3.18  -4.95  -0.43
H  4.61  -2.93  -0.49
H  5.21  -0.98  0.26
H  3.29  1.21  -0.56
H  3.77  -0.15  -1.67
H  4.98  0.95  -0.96
H  3.52  0.88  1.98
H  4.72  -0.37  2.55
H  5.22  0.98  1.56
H  -0.04  0.01  2.75
H  -0.50  -0.90  1.33
H  1.43  3.06  -0.20
H  0.53  3.74  1.14
H  1.82  2.50  1.41
H  -2.22  1.67  -0.91
H  -2.45  2.71  0.48
H  -2.67  -0.06  1.39
H  -3.83  1.24  1.40
H  -3.76  0.53  -1.39
H  -3.66  -0.96  -0.50
H  -6.05  -0.73  -1.71
H  -1.48  3.13  2.35
H  -1.61  1.50  2.99
H  0.37  1.15  4.77
H  1.28  0.40  -0.90
H  -0.35  2.70  -1.73
H  2.01  2.84  -2.42
H  1.16  2.40  -3.89
H  1.96  1.11  -3.03
H  0.23  -2.71  1.61
O  -4.91  1.47  -3.66
S  -4.87  0.02  -3.95
O  -6.04  -0.38  -4.77
O  -4.87  -0.75  -2.65
O  -3.61  -0.31  -4.68

Properties
- Gap between HOMO and LUMO: 4.332 eV
- Lowest unoccupied orbital energy: 3.70 eV
- HOMO: -0.63 eV
- Charge: -2

=====

Record 3
DFT (the ωB97M-V functional and the def2-TZVPD basis) results for a 4-piece molecular cluster, C25H32BrClN5O3 overall at a distorted geometry.

Geometry (Å):
C  3.18  -1.57  -2.98
C  1.89  -1.36  -3.72
N  1.50  -2.08  -4.68
C  0.96  -0.21  -3.34
C  -0.47  -0.65  -3.45
C  -1.20  -0.20  -4.55
O  -0.64  0.65  -5.42
C  -2.52  -0.60  -4.72
C  -3.07  -1.47  -3.81
Br  -4.86  -1.97  -4.07
N  -2.37  -1.94  -2.76
C  -2.99  -2.89  -1.81
C  -3.59  -2.18  -0.61
C  -4.15  -3.25  0.34
O  -4.79  -2.66  1.46
C  -1.09  -1.52  -2.55
C  -0.33  -1.98  -1.35
C  -0.09  -0.84  -0.40
O  -0.77  0.10  -0.29
Cl  1.35  -1.03  0.61
H  3.99  -1.64  -3.70
H  3.15  -2.53  -2.47
H  3.39  -0.79  -2.26
H  2.18  -2.80  -4.90
H  1.12  0.55  -4.08
H  1.21  0.24  -2.38
H  -0.74  0.30  -6.32
H  -3.09  -0.23  -5.55
H  -2.27  -3.64  -1.52
H  -3.78  -3.43  -2.31
H  -2.84  -1.60  -0.07
H  -4.41  -1.55  -0.91
H  -3.35  -3.92  0.66
H  -4.87  -3.84  -0.23
H  -5.73  -2.69  1.29
H  0.63  -2.40  -1.64
H  -0.83  -2.74  -0.76
N  -4.42  -4.28  4.18
C  -5.10  -4.04  5.35
C  -4.70  -4.97  6.27
C  -3.74  -5.80  5.64
C  -3.59  -5.35  4.36
H  -4.51  -3.75  3.34
H  -5.81  -3.23  5.42
H  -5.06  -5.04  7.28
H  -3.22  -6.64  6.08
H  -2.96  -5.70  3.56
N  1.64  2.46  1.16
C  2.89  3.02  1.10
C  2.75  4.38  1.21
C  1.36  4.65  1.35
C  0.70  3.45  1.31
H  1.44  1.48  1.09
H  3.77  2.41  0.98
H  3.55  5.10  1.21
H  0.90  5.61  1.46
H  -0.34  3.21  1.38
N  6.17  6.43  1.53
C  7.27  6.50  2.34
C  7.29  7.74  2.91
C  6.16  8.45  2.43
C  5.49  7.62  1.58
H  5.90  5.63  0.99
H  7.94  5.66  2.44
H  8.04  8.10  3.60
H  5.88  9.46  2.68
H  4.59  7.76  1.01

Properties
- Gap between HOMO and LUMO: 5.287 eV
- Lowest unoccupied orbital energy: -4.06 eV
- HOMO: -9.35 eV
- Charge: +1

=====

Record 4
DFT (the ωB97M-V functional and the def2-TZVPD basis) results for an isolated ion of composition C2H5N2O2 and charge +1 at a distorted geometry.

Geometry (Å):
C  -0.53  -0.57  0.21
C  0.65  -0.10  -0.60
N  -1.42  0.52  0.43
N  1.75  0.00  0.43
O  2.81  0.37  0.02
O  -1.47  1.59  -0.21
H  -0.84  -1.37  -0.36
H  -0.44  -0.97  1.25
H  1.00  -0.80  -1.41
H  0.52  0.91  -1.00
H  -2.01  0.42  1.24

Properties
- Gap between HOMO and LUMO (alpha / beta): 5.007 / 5.006 eV
- Lowest unoccupied orbital energy (alpha / beta): -8.72 / -8.72 eV
- ΔE to the lowest compared entry with this formula, charge and spin: 138.0 kcal per mole
- HOMO (alpha / beta): -13.73 / -13.73 eV
- SMILES: O=NCC[NH+]=O
- Charge: +1

=====

Record 5
DFT (the ωB97M-V functional and the def2-TZVPD basis) results for a 7-piece molecular cluster, C30H55BF3N6O2P overall at a distorted geometry.

Geometry (Å):
C  -2.46  2.20  -3.66
C  -1.85  3.30  -4.72
C  -0.48  3.95  -4.06
C  0.90  3.44  -4.77
O  1.15  1.99  -4.69
B  1.94  1.62  -3.50
P  1.02  0.62  -2.11
C  0.10  -0.75  -3.07
O  -0.09  1.65  -1.22
C  3.53  1.94  -3.23
F  3.93  1.33  -1.91
F  4.32  1.19  -4.26
F  3.88  3.38  -3.14
H  -2.77  2.76  -2.66
H  -1.59  1.47  -3.36
H  -3.34  1.55  -4.08
H  -1.68  2.89  -5.81
H  -2.63  4.19  -4.79
H  -0.45  3.87  -2.87
H  -0.55  5.13  -4.28
H  1.77  4.12  -4.38
H  0.79  3.69  -5.93
H  0.65  -1.79  -2.88
H  0.14  -0.53  -4.22
H  -1.02  -0.85  -2.70
H  -0.18  1.18  -0.33
C  1.71  3.56  2.54
C  1.77  2.82  3.87
C  1.48  1.33  3.74
C  0.08  1.13  3.18
N  -1.08  0.96  2.72
H  0.71  3.52  2.10
H  1.96  4.62  2.68
H  2.42  3.14  1.83
H  1.06  3.28  4.57
H  2.77  2.96  4.31
H  1.55  0.84  4.72
H  2.20  0.85  3.07
C  2.78  -1.33  8.35
C  3.77  -0.33  7.75
C  3.32  1.12  7.91
C  1.98  1.33  7.21
N  0.88  1.50  6.63
H  1.81  -1.28  7.86
H  3.16  -2.35  8.24
H  2.64  -1.14  9.42
H  3.89  -0.57  6.68
H  4.74  -0.46  8.23
H  4.06  1.79  7.47
H  3.21  1.37  8.97
C  -4.07  -1.43  1.02
C  -4.52  -2.39  -0.08
C  -3.49  -3.49  -0.37
C  -2.18  -2.86  -0.83
N  -1.10  -2.34  -1.20
H  -3.16  -0.89  0.75
H  -4.84  -0.69  1.22
H  -3.87  -1.98  1.96
H  -4.71  -1.81  -0.99
H  -5.46  -2.85  0.22
H  -3.87  -4.15  -1.16
H  -3.31  -4.09  0.53
C  -1.60  -2.40  -7.59
C  -1.32  -1.26  -8.57
C  -0.83  0.01  -7.87
C  -1.89  0.50  -6.89
N  -2.77  0.90  -6.08
H  -2.40  -2.15  -6.89
H  -1.92  -3.30  -8.14
H  -0.70  -2.66  -7.02
H  -2.24  -1.05  -9.13
H  -0.56  -1.59  -9.29
H  -0.63  0.79  -8.61
H  0.10  -0.19  -7.32
C  4.46  -2.64  -2.26
C  3.54  -3.34  -1.26
C  3.27  -4.80  -1.63
C  2.59  -4.87  -2.99
N  2.03  -4.93  -4.11
H  4.01  -2.59  -3.25
H  4.64  -1.61  -1.94
H  5.42  -3.15  -2.33
H  2.59  -2.79  -1.20
H  4.00  -3.30  -0.27
H  2.63  -5.27  -0.88
H  4.21  -5.37  -1.66
C  -2.49  1.40  5.95
C  -3.40  0.70  6.95
C  -3.67  -0.76  6.58
C  -4.35  -0.83  5.22
N  -4.91  -0.89  4.09
H  -2.94  1.45  4.95
H  -2.30  2.43  6.27
H  -1.52  0.89  5.87
H  -4.35  1.24  7.01
H  -2.94  0.74  7.94
H  -4.32  -1.23  7.33
H  -2.73  -1.33  6.54

Properties
- Gap between HOMO and LUMO: 6.694 eV
- Lowest unoccupied orbital energy: -0.80 eV
- ΔE to the lowest compared entry with this formula, charge and spin: 207.6 kcal per mole
- HOMO: -7.50 eV
- SMILES: CCCCOB(P(C)O)C(F)(F)F.CCCC#N.CCCC#N.CCCC#N.CCCC#N.CCCC#N.CCCC#N